C6H10N | the ωB97M-V functional and the def2-TZVPD basis

Structure (XYZ):
```
17
Properties=species:S:1:pos:R:3
C -1.08656 1.69786 -1.73956
C -1.86592 -0.18611 -1.15419
C -1.52655 1.11155 -0.61531
C 0.21296 -0.39261 1.77988
C 1.14873 -0.27908 -0.45340
C 0.89558 0.38061 0.72332
N -0.75296 0.34820 -1.95830
H -0.57177 2.56771 -2.03414
H -1.70053 -1.07677 -0.63834
H -2.71748 -0.30626 -1.71355
H -0.52234 0.27124 2.27754
H 0.95761 -0.41201 2.53718
H -0.00410 -1.41471 1.41598
H 1.95736 0.09868 -1.03225
H 0.21530 0.15497 -1.38204
H 0.89822 -1.39921 -0.58606
H 1.27155 1.43404 0.93976
```

Values from the calculation:
Largest force on an atom in hartree/bohr: 0.048
Electronic energy in eV: -7860.39663
ΔE to the lowest compared entry with this formula, charge and spin in kJ/mol: 574.2
Charge: +1